[1]
Computed, not measured: C42H20CrF9N9O3 as an isolated structure, with ωB97M-V/def2-TZVPD.

Its expectation value of S² is 6.15. The value obtained for the HOMO-LUMO gap (alpha / beta) is 5.00 / 5.12 eV.

The geometry in ORCA input format:
```
! wB97M-V def2-TZVPD RIJCOSX def2/J DEFGRID3
* xyz -2 5
Cr 0.444 0.200 0.149
C -5.549 -1.389 -2.414
C -5.029 -0.748 -3.546
C -3.740 -0.239 -3.552
C -2.977 -0.383 -2.398
C -1.653 0.098 -2.038
N -1.375 -0.244 -0.716
C -2.431 -1.012 -0.251
N -2.559 -1.732 0.822
C -1.432 -1.950 1.638
C -1.769 -2.311 3.066
C -2.551 -3.350 3.525
C -2.726 -3.504 4.899
C -2.128 -2.606 5.782
C -1.353 -1.551 5.317
C -1.165 -1.414 3.944
C -0.451 -0.399 3.191
N -0.133 0.777 3.613
C 0.294 1.780 2.836
N 0.498 1.801 1.459
C 1.074 2.989 1.142
N 1.555 3.415 -0.049
C 1.316 2.740 -1.134
N 0.596 1.584 -1.225
C 0.149 1.447 -2.520
N -0.922 0.771 -2.902
C 0.814 2.434 -3.349
C 0.808 2.672 -4.721
C 1.567 3.724 -5.203
C 2.302 4.545 -4.331
C 2.291 4.318 -2.964
C 1.553 3.244 -2.485
C 1.173 3.805 2.322
C 1.605 5.120 2.520
C 1.530 5.648 3.793
C 1.036 4.875 4.869
C 0.610 3.577 4.680
C 0.678 3.042 3.386
N -0.441 -0.792 1.809
C -3.491 -1.023 -1.280
C -4.777 -1.538 -1.269
H -6.564 -1.771 -2.435
H -5.651 -0.644 -4.429
H -3.325 0.257 -4.422
H -3.030 -4.027 2.823
H -3.327 -4.320 5.280
H -2.274 -2.733 6.849
H -0.892 -0.842 5.996
H 0.234 2.036 -5.385
H 1.604 3.917 -6.270
H 2.886 5.363 -4.739
H 2.839 4.951 -2.274
H 1.988 5.699 1.686
H 1.850 6.669 3.974
H 0.992 5.316 5.860
H 0.233 2.974 5.500
H -5.153 -2.039 -0.382
O 3.836 -0.517 2.377
C 2.799 -0.606 1.735
O 2.388 0.189 0.801
C 1.878 -1.791 1.963
C 2.223 -2.956 2.481
C 1.299 -4.102 2.432
C 0.165 -4.053 1.738
C -0.245 -2.810 1.025
N 0.654 -1.668 1.279
H 3.219 -3.050 2.897
H 1.582 -5.022 2.934
H -0.500 -4.909 1.674
H -0.403 -2.952 -0.044
F 1.051 -3.903 -3.949
C 0.609 -2.784 -3.329
F -0.535 -3.112 -2.711
F 0.296 -1.903 -4.290
C 1.628 -2.155 -2.298
O 0.983 -1.346 -1.485
C 2.783 -1.462 -3.122
F 3.196 -2.179 -4.195
F 2.399 -0.277 -3.586
F 3.859 -1.258 -2.346
C 2.304 -3.348 -1.519
F 3.233 -4.031 -2.226
F 1.373 -4.249 -1.135
F 2.897 -2.904 -0.414
*
```

***

[2]
Computed, not measured: C42H28BrN9O10S2Sc as an isolated structure, with ωB97M-V/def2-TZVPD.

The value obtained for the HOMO-LUMO gap (alpha / beta) is 3.99 / 4.11 eV.

The geometry in ORCA input format:
```
! wB97M-V def2-TZVPD RIJCOSX def2/J DEFGRID3
* xyz -1 1
Sc 12.758 10.728 13.359
Br 6.167 11.620 11.626
C 7.164 10.724 12.960
C 6.715 9.425 13.316
C 7.341 8.788 14.371
C 8.393 9.405 15.210
O 11.130 9.590 12.707
C 8.829 10.741 14.725
C 10.151 11.290 15.281
N 10.950 11.949 14.321
C 11.241 13.223 14.572
C 10.334 14.311 14.583
C 10.715 15.552 14.987
C 12.027 15.822 15.418
C 13.010 14.833 15.345
C 14.401 15.014 15.653
C 15.296 13.983 15.415
C 14.856 12.848 14.760
N 13.541 12.613 14.487
C 12.601 13.570 14.816
C 8.295 11.298 13.580
H 5.966 8.925 12.709
H 7.102 7.741 14.579
H 9.851 11.951 16.142
H 9.267 14.171 14.247
H 10.007 16.372 14.908
H 12.201 16.822 15.777
H 14.707 15.937 16.213
H 16.349 14.005 15.698
H 15.499 12.033 14.559
H 8.745 12.184 13.172
N 11.895 6.404 11.100
C 12.296 7.550 11.743
S 11.434 8.117 13.146
N 13.317 8.220 11.182
N 13.650 9.413 11.624
C 14.375 10.107 10.763
C 15.423 9.452 9.939
C 15.501 9.560 8.558
C 16.465 8.834 7.790
C 17.263 7.883 8.448
C 17.168 7.776 9.855
C 16.353 8.604 10.559
C 14.057 11.477 10.658
C 14.611 12.350 9.624
C 14.059 13.626 9.504
C 12.939 14.008 10.264
C 12.566 13.146 11.269
N 13.209 12.030 11.552
H 11.406 5.692 11.580
H 12.616 6.007 10.469
H 14.828 10.251 8.013
H 16.537 8.987 6.757
H 17.941 7.255 7.860
H 17.718 7.009 10.407
H 16.367 8.625 11.669
H 15.478 12.022 9.049
H 14.597 14.262 8.785
H 12.430 14.993 10.129
H 11.799 13.396 12.022
O 5.915 16.978 7.081
C 6.555 16.673 8.252
O 6.396 17.414 9.217
C 7.356 15.424 8.289
C 7.748 14.673 7.207
C 8.500 13.508 7.404
C 8.951 13.110 8.662
S 9.869 11.728 9.002
C 8.628 13.973 9.741
C 7.806 15.065 9.568
H 6.165 16.454 6.343
H 7.492 14.930 6.165
H 8.831 12.887 6.572
H 9.084 13.726 10.693
H 7.513 15.637 10.440
O 12.630 8.363 20.017
N 13.710 8.079 19.518
O 14.777 7.712 20.091
C 13.777 8.378 18.127
C 14.923 7.904 17.417
C 15.087 8.305 16.148
C 14.227 9.291 15.464
O 14.317 9.764 14.284
C 13.072 9.635 16.277
C 12.840 9.238 17.628
N 12.214 10.276 15.464
O 10.880 10.165 15.825
O 8.887 8.734 16.124
N 16.322 7.925 15.509
O 16.903 6.880 15.899
O 16.720 8.764 14.703
H 15.608 7.188 17.812
H 11.874 9.455 18.105
*
```

***

In the order shown, the computed relative energy (zero: lowest compared OMol25 entry of this formula, charge and spin) values come out to 25.20, 463.48 kJ/mol.
In the order shown, the computed largest force on an atom values come out to 1.1, 4.4 eV Å⁻¹.